Molecular formula: CH3O6P
Method: DFT, ωB97M-V with the def2-TZVPD basis set

```
11
Properties=species:S:1:pos:R:3:forces:R:3
O -1.5825 -0.3948 -2.1739 0.73 2.23 0.96
O -0.5999 1.6337 -0.3624 -0.30 0.61 -2.22
H -1.6110 0.5300 -1.7437 -0.30 -1.50 -0.78
O 2.4559 -0.2864 0.6823 -2.03 -0.02 -1.78
O 0.3154 -0.8727 2.3358 1.12 -0.48 1.14
O 0.3411 -1.5008 -0.1337 0.10 0.09 -1.05
C -0.5743 1.0762 0.7321 2.12 -0.45 0.53
O -1.1242 1.3762 1.7713 -1.02 0.34 1.15
H 2.4722 -0.4859 -0.3186 -0.10 0.38 2.38
H -0.7209 -0.5837 -1.7329 -0.40 -0.90 -0.04
P 0.6282 -0.4917 0.9437 0.08 -0.30 -0.29
```
Positions in Å, forces in eV/Å.

Results
HOMO-LUMO gap = 6.962 eV
LUMO = 6.94 eV
spin multiplicity = 1
charge = -2

Molecular formula: C14H16O
Method: DFT, ωB97M-V with the def2-TZVPD basis set

```
31
Properties=species:S:1:pos:R:3:forces:R:3
C 0.8641 2.1948 -0.1723 -0.49 2.14 -1.30
H -0.1278 2.7032 -3.3483 -0.38 0.11 -0.67
H 0.0926 -4.2063 2.9421 -0.22 -1.51 -0.03
O -2.5590 2.1245 -2.5314 0.02 0.74 0.31
H -0.1996 1.8037 1.4370 -1.80 -0.02 0.39
C -0.4412 2.0889 0.4174 2.63 -1.53 -0.41
H -3.3412 2.4897 -2.0841 -0.29 -0.58 -0.09
H -0.7066 -2.6810 3.4451 0.22 -0.76 -0.30
H 1.6742 -0.8641 -0.9952 0.52 0.14 1.14
H -0.2437 -1.4774 -2.2682 0.74 0.18 0.16
H -1.9086 -3.6268 0.7827 1.04 0.41 1.32
H 1.7620 2.9627 -2.0913 0.45 -0.11 0.49
C -1.5251 2.1995 -1.7218 1.92 -0.28 -1.46
H 2.3726 3.1573 0.8143 -0.39 0.47 1.14
C 1.0013 -1.7251 0.9566 -0.76 -0.89 -0.16
C 0.0141 -2.6132 1.4325 0.25 -0.23 1.34
C 0.9543 -1.4015 -0.3682 -0.48 0.79 -3.06
C 2.0701 2.1260 0.6539 1.25 -0.54 -1.12
H 1.9865 1.4259 1.4777 -0.03 0.58 0.49
C 0.8929 2.6474 -1.5321 -0.90 -1.23 -0.80
C -1.5457 1.9378 -0.3631 -0.78 -0.30 2.74
C -1.1799 -2.4680 -0.6948 1.00 0.44 0.08
H 1.7706 -1.4079 1.6311 0.49 0.06 0.06
H 3.0068 1.8815 0.1134 -0.72 -0.57 -0.28
H -2.0029 -2.6240 -1.3992 -0.08 -0.52 0.85
C -0.2287 2.4860 -2.3109 0.04 0.52 1.02
H 1.0047 -2.7693 3.3454 0.01 -0.34 -0.25
C 0.1047 -3.1642 2.8538 -0.13 3.14 0.25
C -1.0500 -2.9314 0.6385 -2.48 -0.94 -2.46
C -0.1260 -1.7662 -1.2253 -0.12 0.23 1.04
H -2.3851 1.4973 0.1644 -0.53 0.41 -0.43
```
Positions in Å, forces in eV/Å.

Results
HOMO-LUMO gap (spin up / spin down) = 7.935 / 4.376 eV
LUMO (spin up / spin down) = -3.81 / -7.37 eV
spin multiplicity = 2
<S²> = 0.766
charge = +1

Molecular formula: C9H16NOP
Method: DFT, ωB97M-V with the def2-TZVPD basis set

```
28
Properties=species:S:1:pos:R:3:forces:R:3
C -0.4423 -0.1875 -1.0092 3.75 3.98 0.61
H -2.8149 -0.9907 1.1648 -0.74 -0.69 0.87
C 1.3840 2.2608 -0.4909 -1.03 1.63 2.30
H -0.8542 1.9533 -1.9999 -0.23 1.03 0.16
H -1.6259 0.2785 1.3043 0.46 1.24 1.29
H 0.7629 0.0677 -5.2547 -0.56 -0.62 2.89
H 0.5246 2.6379 -1.0413 -0.35 0.82 0.04
H 0.5891 -2.1087 0.3966 1.06 -0.71 0.01
C 0.8270 1.0784 0.1572 -2.11 -3.40 -3.38
H -2.7079 0.2675 -0.0253 -0.46 0.20 -0.08
C -1.1083 -1.0879 -0.1128 -0.82 -1.56 0.59
C -2.1424 -0.3521 0.6546 -1.84 0.11 -1.46
H 0.7990 -2.0383 3.1797 0.06 -1.39 0.65
H 1.7304 1.0492 2.1424 -0.58 0.05 -0.38
H 2.0465 2.2159 -1.2919 1.51 -1.13 -1.25
C 0.6241 -0.9980 3.2716 -0.66 0.12 -1.34
C 1.0522 0.5500 1.4208 1.15 1.71 -0.02
H 1.8183 3.0550 0.2230 -0.83 -1.19 -0.80
H -0.5997 -2.2484 1.7102 -0.61 -0.70 -0.50
O 0.2616 0.8284 -3.3808 0.04 0.56 -0.58
H -1.5336 -1.9428 -0.7729 0.63 1.06 1.32
N 0.8277 -0.2075 -4.1856 -1.24 -1.78 -1.17
H 0.2636 -1.1343 -3.9891 1.23 2.34 -0.82
H 1.4742 -0.5794 3.7783 0.04 0.59 0.30
C -0.1618 -1.5961 0.9653 -0.33 -0.53 -0.64
H -0.3587 -0.8395 3.7761 0.78 -0.03 -0.20
P -1.1350 0.6673 -2.3960 1.37 -1.56 -0.27
C 0.5000 -0.5989 1.8055 0.30 -0.17 1.89
```
Positions in Å, forces in eV/Å.

Results
HOMO-LUMO gap (spin up / spin down) = 5.826 / 5.816 eV
LUMO (spin up / spin down) = -1.01 / -1.01 eV
spin multiplicity = 1

Molecular formula: C5H11O4Zn
Method: DFT, ωB97M-V with the def2-TZVPD basis set

```
21
Properties=species:S:1:pos:R:3:forces:R:3
H 1.4890 -1.4173 -1.2317 1.01 -0.19 0.42
O 0.8520 1.7697 0.9981 0.37 1.18 0.10
O -2.6239 0.6221 -0.6660 1.93 -1.04 1.97
H -1.1125 1.7409 1.6420 0.32 0.09 -0.29
H 2.5657 -2.5014 2.1212 -0.78 0.09 -0.81
O 3.3596 -0.8375 1.2020 -0.29 -1.62 -0.14
C 2.9321 -2.1006 1.1565 1.70 1.39 -0.09
H -2.0650 1.4062 -2.4897 -0.19 0.19 -0.10
C -0.8946 0.3112 0.0713 -4.09 3.47 -1.54
C -2.8762 1.4549 -1.7407 0.47 0.06 0.05
C 1.3063 -1.8536 -0.2348 -2.41 0.92 2.02
H -0.4296 0.2928 -0.9347 -0.32 -1.42 0.93
H 0.8363 -2.8482 -0.2874 0.47 0.09 0.22
H -3.0266 2.5012 -1.4260 0.06 -0.02 -0.25
H 3.5826 -2.8128 0.6186 -0.35 0.37 -0.10
C -0.5000 1.6447 0.7206 -1.12 0.01 0.11
O 0.7247 -1.0040 0.6363 1.19 -3.23 -1.54
H -0.8413 2.4498 0.0382 0.33 -0.26 0.21
H -3.8091 1.0901 -2.2082 0.29 0.22 0.00
H -1.4051 -0.2874 0.8446 0.84 -0.83 -1.53
Zn 1.9358 0.3791 1.1696 0.57 0.53 0.35
```
Positions in Å, forces in eV/Å.

Results
HOMO-LUMO gap (spin up / spin down) = 8.537 / 6.177 eV
LUMO (spin up / spin down) = 0.01 / -2.31 eV
spin multiplicity = 2
<S²> = 0.758